No. 1
{"formula": "CN3O6", "method": "wB97M-V/def2-TZVPD", "charge": -1, "orbital_gap_ha": 0.30519, "total_energy_ha": -653.73522, "homo_energy_ev": -4.664, "multiplicity": 1, "molar_mass_g_mol": 150.03, "e_above_lowest_kcal_mol": 12.9, "species": ["C", "N", "N", "N", "O", "O", "O", "O", "O", "O"], "positions_angstrom": [[0.75520, -1.58492, -1.49804], [0.61001, 0.51067, 1.28941], [-1.37530, 0.07612, 0.22923], [0.96431, 1.55441, 1.27609], [0.17786, -2.52026, -1.85046], [-1.78692, 1.14170, 0.75306], [1.41508, 2.59536, 1.07453], [1.60903, -0.93048, -1.11778], [-1.46340, -1.00678, 0.77369], [-0.90587, 0.16418, -0.92972]], "nbo_charge": [1.063, -0.052, 0.712, 0.432, -0.553, -0.571, -0.393, -0.542, -0.508, -0.588]}

=====

No. 2
{"formula": "C3H8N3", "method": "wB97M-V/def2-TZVPD", "charge": 1, "orbital_gap_ha": [0.25176, 0.31997], "total_energy_ha": -282.88767, "homo_energy_ev": [-10.215, -15.919], "multiplicity": 3, "molar_mass_g_mol": 86.12, "e_above_lowest_kcal_mol": 52.9, "species": ["C", "C", "C", "N", "N", "N", "H", "H", "H", "H", "H", "H", "H", "H"], "positions_angstrom": [[1.47512, 0.60511, 0.62778], [1.36670, -0.11923, -0.47301], [-0.60648, 0.73563, 0.28037], [0.29478, 1.16875, 1.05544], [-1.90322, 0.81993, 0.33174], [-0.02587, -0.09550, -0.88392], [2.30574, 0.78704, 1.15091], [0.05250, -2.58243, 0.39518], [2.18345, -0.64819, -0.91967], [-0.27721, -1.88794, 0.54901], [-2.41719, 0.47063, -0.34597], [-2.30241, 1.49979, 0.94112], [0.03941, 0.27976, -1.81537], [-0.18531, -1.03336, -0.89362]], "nbo_charge": [-0.059, 0.000, 0.403, -0.293, -0.675, -0.579, 0.232, 0.075, 0.255, -0.066, 0.399, 0.439, 0.432, 0.436]}

=====

No. 3
{"formula": "C5H5NO", "method": "wB97M-V/def2-TZVPD", "charge": 0, "orbital_gap_ha": 0.29620, "total_energy_ha": -323.38737, "homo_energy_ev": -9.721, "multiplicity": 1, "smiles": "CC1=NC=CC1=O", "molar_mass_g_mol": 95.10, "e_above_lowest_kcal_mol": 83.0, "species": ["C", "C", "C", "C", "C", "H", "H", "H", "H", "H", "N", "O"], "positions_angstrom": [[1.84752, -0.57809, 0.04669], [0.33728, -0.43834, 0.12999], [-1.86505, -0.50651, -0.04782], [-1.54472, 0.88441, 0.09095], [-0.19135, 0.90853, 0.18810], [2.11045, 0.47118, -0.55662], [2.01184, -1.67206, -0.55451], [2.48800, -0.45468, 0.93859], [-2.90475, -0.83889, -0.12423], [-2.39184, 1.72709, 0.07610], [-0.59868, -1.28218, -0.04900], [0.70130, 1.77955, -0.13824]], "nbo_charge": [-0.704, 0.246, 0.103, -0.387, 0.396, 0.292, 0.241, 0.251, 0.224, 0.255, -0.434, -0.483]}